# C35H77Br2N8O12P

A 7-piece molecular cluster, C35H77Br2N8O12P overall in a non-equilibrium geometry (ωB97M-V/def2-TZVPD, the OMol25 dataset).

Geometry as ORCA input:
```
! wB97M-V def2-TZVPD RIJCOSX def2/J DEFGRID3
* xyz 0 1
C 4.318 -3.405 1.783
N 3.206 -3.028 2.666
C 2.653 -1.691 2.427
C 1.336 -1.796 1.663
O 0.833 -0.492 1.407
C -0.577 -0.399 1.398
C -1.126 0.417 0.231
O -2.471 0.740 0.481
C -3.376 -0.357 0.493
C -4.694 0.165 -0.039
N -5.795 -0.809 0.065
C -5.433 -2.191 -0.248
C -6.701 -3.043 -0.380
C -6.990 -3.433 -1.825
O -6.530 -4.211 0.419
O -0.474 1.652 0.136
C 0.516 1.694 -0.870
C -0.033 2.256 -2.201
C 0.663 1.655 -3.433
C 1.727 2.577 -4.009
O 2.569 1.835 -4.899
P 1.913 2.671 -0.169
O 2.029 2.569 1.306
C 1.394 -2.630 0.392
Br 0.192 -4.121 0.362
C 2.127 -2.434 -0.698
C 2.149 -3.238 -1.959
Br 3.371 -0.983 -0.762
H 4.872 -2.542 1.404
H 5.007 -4.040 2.341
H 3.948 -4.004 0.948
H 3.560 -3.026 3.613
H 2.399 -1.254 3.395
H 3.365 -1.003 1.968
H 0.650 -2.295 2.351
H -1.048 -1.388 1.377
H -0.921 0.104 2.311
H -1.058 -0.129 -0.725
H -2.982 -1.197 -0.089
H -3.529 -0.693 1.526
H -4.571 0.559 -1.055
H -4.953 1.022 0.590
H -6.484 -0.541 -0.631
H -4.854 -2.286 -1.179
H -4.853 -2.626 0.565
H -7.559 -2.467 -0.013
H -6.197 -4.087 -2.186
H -7.069 -2.554 -2.468
H -7.946 -3.960 -1.896
H -7.064 -4.922 0.054
H 0.939 0.706 -1.058
H -1.091 1.997 -2.225
H 0.081 3.345 -2.202
H 1.139 0.696 -3.221
H -0.085 1.467 -4.206
H 1.261 3.388 -4.577
H 2.327 3.021 -3.206
H 3.477 2.118 -4.774
H 1.707 3.992 -0.611
H 3.093 2.187 -0.777
H 3.005 -3.918 -1.930
H 2.300 -2.576 -2.812
H 1.220 -3.777 -2.110
C 1.301 3.112 5.508
N 1.804 1.753 5.489
C 2.180 1.166 4.210
C 1.935 1.024 6.610
O 2.359 -0.117 6.653
H 0.395 3.190 4.903
H 2.045 3.803 5.107
H 1.067 3.403 6.531
H 1.583 0.273 4.018
H 3.228 0.871 4.226
H 2.017 1.888 3.416
H 1.619 1.568 7.518
C -2.668 6.546 0.552
N -1.365 5.977 0.274
C -0.787 5.034 1.224
C -0.675 6.284 -0.833
O 0.429 5.833 -1.104
H -2.648 7.104 1.489
H -3.418 5.756 0.629
H -2.954 7.222 -0.252
H 0.167 5.408 1.599
H -0.614 4.070 0.747
H -1.473 4.899 2.056
H -1.197 6.995 -1.493
C 7.378 2.866 5.277
N 6.287 1.921 5.169
C 5.276 1.879 6.214
C 6.171 1.076 4.127
O 5.271 0.270 3.988
H 7.958 2.682 6.184
H 6.996 3.889 5.306
H 8.036 2.765 4.416
H 5.241 0.890 6.672
H 4.292 2.090 5.799
H 5.511 2.622 6.973
H 6.988 1.181 3.392
C -3.601 -5.195 -3.968
N -2.499 -4.301 -3.668
C -1.219 -4.866 -3.287
C -2.611 -2.962 -3.726
O -1.712 -2.181 -3.468
H -3.836 -5.806 -3.093
H -3.351 -5.849 -4.802
H -4.481 -4.619 -4.242
H -0.911 -4.493 -2.310
H -0.452 -4.572 -4.006
H -1.298 -5.950 -3.262
H -3.618 -2.626 -4.028
C -4.027 -10.683 -6.488
N -3.783 -9.256 -6.556
C -2.449 -8.778 -6.882
C -4.751 -8.350 -6.330
O -4.591 -7.145 -6.378
H -3.398 -11.143 -5.724
H -3.814 -11.154 -7.449
H -5.070 -10.863 -6.236
H -2.058 -8.160 -6.073
H -2.475 -8.170 -7.787
H -1.791 -9.629 -7.036
H -5.727 -8.807 -6.093
C 2.457 7.987 0.216
N 2.900 8.133 1.590
C 3.387 9.419 2.055
C 2.875 7.104 2.461
O 3.228 7.178 3.623
H 3.274 8.212 -0.474
H 1.627 8.666 0.011
H 2.120 6.968 0.042
H 4.416 9.332 2.406
H 2.780 9.779 2.886
H 3.342 10.134 1.237
H 2.498 6.167 2.014
*
```

Computed properties:
Maximum force   0.0224 hartree/bohr
HOMO level   -8.37 eV
SMILES string   CNC[C@@H](OC[C@@H](OCCNC[C@@H](C)O)O[C@@H](CCCO)[PH2]=O)/C(Br)=C(/C)Br.CN(C)C=O.CN(C)C=O.CN(C)C=O.CN(C)C=O.CN(C)C=O.CN(C)C=O
Frontier orbital gap   0.324 Eh
Calculated total energy   -223406.5054 eV



# C4H8O2

One molecule with the formula C4H8O2 (ωB97M-V/def2-TZVPD, the OMol25 dataset).

Geometry as ORCA input:
```
! wB97M-V def2-TZVPD RIJCOSX def2/J DEFGRID3
* xyz 0 1
C 1.807 -0.063 -0.698
C 0.317 -0.259 -0.808
O -0.264 -0.259 -1.876
C -0.513 -0.467 0.463
C -1.039 0.878 0.971
O -1.577 -1.335 0.167
H 2.033 0.920 -0.270
H 2.255 -0.131 -1.690
H 2.247 -0.817 -0.037
H 0.098 -0.941 1.242
H -0.236 1.553 1.284
H -1.699 0.698 1.825
H -1.623 1.366 0.184
H -1.805 -1.144 -0.758
*
```

Computed properties:
Maximum force   0.0101 hartree/bohr
Energy relative to the best compared isomer or geometry (same formula, charge and spin)   16.8 kcal per mole
HOMO level   -9.96 eV
SMILES string   CC(=O)[C@@H](C)O
Frontier orbital gap   0.399 Eh
Calculated total energy   -8372.5521 eV



# C32H38BI2N4PRh

C32H38BI2N4PRh as an isolated structure in a non-equilibrium geometry (ωB97M-V/def2-TZVPD, the OMol25 dataset).

Geometry as ORCA input:
```
! wB97M-V def2-TZVPD RIJCOSX def2/J DEFGRID3
* xyz 1 1
Rh -1.353 -0.139 -1.045
C 2.387 -2.844 1.007
C 3.487 -1.895 1.395
C 4.381 -2.236 2.407
C 5.424 -1.400 2.772
C 5.601 -0.184 2.130
C 4.716 0.190 1.133
C 3.674 -0.655 0.772
N 2.798 -0.231 -0.281
C 1.458 -0.084 -0.113
N 1.063 0.034 1.169
C -0.218 -0.178 1.723
C -1.358 -0.321 0.944
C -2.553 -0.642 1.588
C -2.618 -0.783 2.962
C -1.477 -0.576 3.724
C -0.268 -0.272 3.125
C 0.978 -0.087 3.950
N 0.636 -0.043 -1.138
C 1.235 -0.352 -2.421
C 1.502 -1.682 -2.750
C 2.064 -2.008 -3.970
C 2.365 -1.003 -4.878
C 2.133 0.318 -4.540
C 1.585 0.670 -3.306
C 1.415 2.111 -2.938
H 2.661 -3.867 1.254
H 2.174 -2.809 -0.060
H 1.452 -2.624 1.531
H 4.263 -3.192 2.900
H 6.108 -1.705 3.552
H 6.414 0.472 2.407
H 4.823 1.140 0.625
H 3.149 -0.222 -1.226
H 1.825 0.042 1.832
H -3.466 -0.781 1.026
H -3.554 -1.046 3.435
H -1.519 -0.667 4.802
H 0.735 -0.104 5.010
H 1.469 0.867 3.744
H 1.706 -0.885 3.775
H 1.261 -2.460 -2.044
H 2.257 -3.044 -4.209
H 2.787 -1.247 -5.843
H 2.395 1.106 -5.234
H 1.404 2.745 -3.823
H 2.228 2.453 -2.293
H 0.491 2.250 -2.386
I -1.645 -0.072 -3.883
C -3.696 -0.592 -3.671
I -4.009 -0.728 -1.549
H -3.830 -1.597 -4.050
H -4.316 0.129 -4.188
C -0.569 3.363 -0.372
P -1.889 2.146 -0.704
C -2.807 2.969 -2.041
C -2.964 2.374 0.741
C -4.349 2.306 0.626
C -5.153 2.425 1.751
C -4.578 2.620 2.996
C -3.197 2.703 3.117
C -2.395 2.573 1.998
H 0.241 2.931 0.215
H -1.004 4.200 0.173
H -0.165 3.735 -1.310
H -3.096 3.965 -1.704
H -3.704 2.415 -2.314
H -2.171 3.054 -2.922
H -4.817 2.177 -0.342
H -6.229 2.374 1.651
H -5.205 2.713 3.873
H -2.744 2.863 4.085
H -1.319 2.616 2.113
B -0.661 -4.837 -1.079
C -0.933 -3.290 -1.092
N -1.080 -2.143 -1.075
H -1.678 -5.356 -0.678
H -0.435 -5.153 -2.227
H 0.278 -5.013 -0.336
*
```

Computed properties:
Maximum force   0.0196 hartree/bohr
Energy relative to the best compared isomer or geometry (same formula, charge and spin)   0.0 kcal per mole
HOMO level   -11.01 eV
Frontier orbital gap   0.277 Eh
Calculated total energy   -68932.1225 eV



# C10H15NSi

A 2-piece molecular cluster, C10H15NSi overall in a non-equilibrium geometry (ωB97M-V/def2-TZVPD, the OMol25 dataset).

Geometry as ORCA input:
```
! wB97M-V def2-TZVPD RIJCOSX def2/J DEFGRID3
* xyz 0 1
C 2.149 -1.847 0.981
C 2.324 -1.245 -0.201
C 2.672 -1.998 -1.449
C 2.116 0.175 -0.450
Si 2.085 1.574 0.678
N 2.195 3.296 0.314
H 1.778 -1.385 1.907
H 2.323 -2.896 1.170
H 3.620 -1.594 -1.910
H 2.906 -3.035 -1.130
H 1.812 -2.039 -2.099
H 1.722 0.325 -1.386
H 1.995 1.711 2.104
H 2.255 3.925 1.097
H 1.781 3.768 -0.452
C -3.146 -0.470 1.340
C -4.102 0.242 0.594
C -3.715 0.851 -0.684
C -2.474 0.639 -1.193
C -1.562 -0.011 -0.443
C -1.874 -0.644 0.751
H -3.513 -1.004 2.232
H -5.039 0.312 1.057
H -4.598 1.336 -1.214
H -2.121 1.147 -2.087
H -0.634 -0.214 -0.892
H -0.955 -0.921 1.365
*
```

Computed properties:
Maximum force   0.0903 hartree/bohr
Energy relative to the best compared isomer or geometry (same formula, charge and spin)   53.8 kcal per mole
HOMO level   -7.25 eV
SMILES string   C=C(C)/C=[SiH]/N.c1ccccc1
Frontier orbital gap   0.281 Eh
Calculated total energy   -19978.1164 eV



# C18H33InO8P

C18H33InO8P as an isolated structure in a non-equilibrium geometry (ωB97M-V/def2-TZVPD, the OMol25 dataset).

Geometry as ORCA input:
```
! wB97M-V def2-TZVPD RIJCOSX def2/J DEFGRID3
* xyz -1 1
C -3.536 1.177 0.838
C -4.043 1.835 2.205
P -4.235 0.621 3.651
C -3.841 1.632 5.229
In -2.507 -1.234 3.613
C -0.402 -0.495 4.169
C -0.388 1.115 4.094
C 0.666 1.635 2.982
O 1.725 1.035 2.701
O 0.305 2.841 2.303
H -3.690 1.975 0.016
H -4.138 0.266 0.502
H -2.412 0.990 0.890
H -5.097 2.256 1.991
H -3.413 2.757 2.511
H -2.961 1.133 5.759
H -3.526 2.681 4.887
H -4.774 1.732 5.870
H -2.476 -2.221 2.120
H -2.962 -2.373 4.962
H 0.375 -0.987 3.478
H -0.189 -0.804 5.257
H -0.164 1.530 5.133
H -1.429 1.477 3.753
H -0.677 2.849 2.354
O -1.981 -0.112 -1.964
C -0.843 0.282 -1.981
O 0.210 -0.460 -2.417
C 1.426 0.267 -2.199
C 1.012 1.717 -2.106
C -0.368 1.623 -1.490
H 1.887 -0.094 -1.275
H 2.113 0.090 -3.029
H 1.709 2.327 -1.531
H 0.937 2.146 -3.111
H -0.326 1.608 -0.398
H -1.021 2.422 -1.840
O 5.838 -1.131 -1.172
C 5.596 -0.811 -0.037
O 5.294 0.457 0.347
C 5.172 0.506 1.775
C 4.878 -0.914 2.198
C 5.626 -1.724 1.160
H 6.112 0.879 2.193
H 4.366 1.188 2.052
H 5.180 -1.129 3.224
H 3.805 -1.111 2.115
H 6.666 -1.898 1.449
H 5.124 -2.667 0.946
O 0.581 -0.374 -5.818
C -0.227 -1.219 -6.104
O -0.381 -1.730 -7.357
C -1.496 -2.628 -7.370
C -1.679 -3.057 -5.933
C -1.234 -1.829 -5.166
H -2.369 -2.094 -7.760
H -1.279 -3.473 -8.025
H -2.699 -3.371 -5.704
H -1.010 -3.893 -5.707
H -2.054 -1.123 -5.015
H -0.774 -2.093 -4.215
*
```

Computed properties:
Maximum force   0.0820 hartree/bohr
HOMO level   -3.95 eV
Frontier orbital gap   0.232 Eh
Calculated total energy   -50043.1863 eV



# C5H12N2O

One molecule with the formula C5H12N2O in a non-equilibrium geometry (ωB97M-V/def2-TZVPD, the OMol25 dataset).

Geometry as ORCA input:
```
! wB97M-V def2-TZVPD RIJCOSX def2/J DEFGRID3
* xyz 0 1
C 1.987 0.131 -0.351
C 0.853 0.210 0.674
C -0.408 -0.353 0.184
C -0.503 -1.821 0.046
C -1.450 -0.008 1.295
O -1.241 0.627 2.272
N -0.863 0.362 -1.040
N -0.787 1.783 -0.847
H 1.996 -0.799 -0.932
H 2.946 0.331 0.149
H 1.803 0.949 -0.991
H 0.695 1.307 0.887
H 1.042 -0.330 1.554
H -0.657 -2.211 1.000
H 0.412 -2.195 -0.465
H -1.373 -2.119 -0.425
H -2.545 -0.344 0.984
H -0.211 0.098 -1.749
H 0.000 2.262 -1.174
H -1.696 2.118 -1.072
*
```

Computed properties:
Maximum force   0.0609 hartree/bohr
Energy relative to the best compared isomer or geometry (same formula, charge and spin)   73.8 kcal per mole
HOMO level   -9.17 eV
SMILES string   CC[C@@](C)(C=O)NN
Frontier orbital gap   0.372 Eh
Calculated total energy   -10405.2239 eV



So what do the calculations give for molar mass? Going down the list: 992.83; 88.11; 877.18; 177.32; 523.25; 116.16 g/mol.